The following is a DFT calculation (ωB97M-V/def2-TZVPD) of the molecule C3H6N2O.

Last columns: bonded neighbours and bond lengths (Å).
Cartesian coordinates (Å):
1 N 0.203 1.397 0.622  C2 1.437, H7 1.012, H8 1.014
2 C 0.203 0.224 -0.207  N1 1.437, C3 1.510, C5 1.310
3 C -1.137 -0.337 -0.617  C2 1.510, O4 1.408, H10 1.101, H11 1.094
4 O -1.977 -0.410 0.511  C3 1.408, H12 0.969
5 C 1.280 -0.505 -0.367  C2 1.310, N6 1.229
6 N 2.259 -1.241 -0.469  C5 1.229, H9 1.024
7 H 0.701 1.203 1.481  N1 1.012
8 H 0.661 2.195 0.196  N1 1.014
9 H 2.316 -1.880 0.329  N6 1.024
10 H -1.604 0.248 -1.424  C3 1.101
11 H -0.997 -1.357 -0.987  C3 1.094
12 H -1.910 0.461 0.931  O4 0.969

## Properties
Energy relative to the best compared isomer or geometry (same formula, charge and spin), kJ/mol: 245.18
HOMO, eV: -8.97
SMILES: N=C=C(N)CO
Electronic energy, eV: -8234.15759